# 1
2 unconnected molecules or ions with the total composition C3H6N3O in a non-equilibrium geometry. Source: OMol25; level of theory: ωB97M-V/def2-TZVPD.

Summary:
Largest force on an atom (eV/A): 4.98
Energy relative to the best compared isomer or geometry (same formula, charge and spin) (kJ/mol): 273.7
LUMO (alpha / beta) (eV): -5.1381 / -8.6248
HOMO energy (alpha / beta) (eV): -10.230 / -15.596

Geometry as ORCA input:
```
! wB97M-V def2-TZVPD RIJCOSX def2/J DEFGRID3
* xyz 1 3
H -0.198 2.456 0.374
H -2.077 1.217 1.263
C -0.764 1.664 -0.256
N -1.919 1.191 0.266
H 1.651 -2.664 0.107
C 2.000 0.154 0.077
N 0.147 -1.329 -0.324
H -0.660 1.686 -1.440
C 0.650 -2.447 -0.020
H -0.114 -3.208 0.092
H -2.455 0.614 -0.357
O 2.907 0.865 0.313
N 0.832 -0.198 -0.093
*
```

***

# 2
A gas-phase ion, C9H18N3 (charge +1) in a non-equilibrium geometry. Source: OMol25; level of theory: ωB97M-V/def2-TZVPD.

Summary:
Largest force on an atom (eV/A): 3.93
Energy relative to the best compared isomer or geometry (same formula, charge and spin) (kJ/mol): 231.8
LUMO (eV): -3.1845
HOMO energy (eV): -11.016

Geometry as ORCA input:
```
! wB97M-V def2-TZVPD RIJCOSX def2/J DEFGRID3
* xyz 1 1
C 1.179 -1.024 2.480
C 1.193 -1.930 0.256
H 2.862 1.976 -0.077
C 0.220 0.260 0.703
H 1.202 -2.046 2.850
H 0.590 -2.102 -0.630
C 1.533 0.894 -1.051
C -1.107 0.468 -0.006
N -1.090 1.912 -0.487
H -3.238 0.454 0.454
H -1.991 2.172 -0.905
H 0.391 1.037 1.445
H -2.262 -0.672 1.391
C -2.283 0.322 0.956
H 1.626 0.253 -3.081
H -0.331 1.975 -1.187
H 1.347 -2.883 0.756
H 2.206 -0.643 2.448
C -1.309 -0.383 -1.258
H 2.168 -1.539 -0.069
N 2.491 1.667 -0.965
C 0.964 0.293 -2.223
H -1.398 -1.427 -0.951
H -2.208 1.038 1.770
H 0.597 -0.423 3.177
C -0.240 -0.285 -2.305
N 0.544 -1.016 1.174
H -0.882 2.548 0.290
H -2.269 -0.130 -1.718
H -0.507 -0.765 -3.236
*
```

***

# 3
A molecular structure, C25H24ClIN4O3Rh in a non-equilibrium geometry. Source: OMol25; level of theory: ωB97M-V/def2-TZVPD.

Summary:
Largest force on an atom (eV/A): 3.22
Energy relative to the best compared isomer or geometry (same formula, charge and spin) (kJ/mol): 466.9
LUMO (alpha / beta) (eV): 1.7377 / 1.7663
HOMO energy (alpha / beta) (eV): -3.375 / -3.236

Geometry as ORCA input:
```
! wB97M-V def2-TZVPD RIJCOSX def2/J DEFGRID3
* xyz -1 1
O 0.263 -3.206 -2.445
H -4.953 3.477 1.079
C 0.153 -3.136 -1.235
H 4.546 -2.192 -4.760
H 2.378 4.384 -0.110
H -0.124 -5.314 -1.113
H -4.193 -1.388 0.500
N 1.811 0.214 0.046
C 2.241 1.423 -0.063
C -3.803 1.712 -1.457
H -2.572 -2.130 0.522
H 3.588 -0.627 0.787
H 1.439 -0.689 -2.239
H 3.305 1.659 0.049
H 1.339 -4.711 -0.285
Rh -0.427 0.041 -0.107
Cl -0.559 -4.560 1.065
C 4.984 -2.124 -2.663
C 2.441 -1.081 -2.359
O 0.007 -2.170 -0.465
C -0.512 -0.999 2.763
I -5.541 4.167 -2.203
C -0.560 0.186 2.027
C 0.228 4.372 -0.660
H -2.991 -0.864 1.688
H 5.151 -1.944 -0.539
H 2.206 -1.734 0.572
C 1.475 3.849 -0.340
C 2.736 -0.880 0.136
H -0.546 -1.929 4.693
C 3.244 -1.261 -1.239
N -3.838 1.640 0.817
C -0.622 3.285 -0.857
H -0.741 2.335 4.655
C 4.517 -1.791 -1.403
H -0.633 2.334 2.220
C -0.671 0.205 4.835
H -3.560 1.380 -2.444
C 4.180 -1.935 -3.774
C 1.326 2.458 -0.340
H -0.724 0.211 5.916
C 2.905 -1.420 -3.616
N -3.373 1.010 -0.346
C -4.524 2.792 -0.995
H -3.116 1.731 1.536
C -0.573 -0.993 4.148
C -0.635 1.383 2.739
H -1.656 3.301 -1.157
C 0.283 -4.526 -0.483
C -2.645 -0.197 -0.364
H -0.417 -1.948 2.248
C -3.129 -1.209 0.666
N 0.031 2.134 -0.670
H 2.263 -1.280 -4.473
O -2.167 -0.527 -1.477
C -4.501 2.804 0.383
H 5.983 -2.525 -2.780
H -0.025 5.412 -0.755
C -0.690 1.392 4.126
*
```

***

Number 1: energy -356.90014 hartree. Number 2: energy -517.65442 hartree. Number 3: energy -2280.18641 hartree.